Entry 1:
{"formula": "C19H38IN3O6S", "method": "the ωB97M-V functional and the def2-TZVPD basis", "smiles": "CCOCCOC[C@@]1(CCCCO)[C@@H](C[C@@H](C)I)[C@@H](N)OS(=O)(=O)[C@@]1(N)N=C(C)C", "e_tot_ha": -2057.8221, "orbital_gap_ev": 7.3645, "species": ["C", "C", "O", "C", "C", "O", "C", "C", "C", "C", "C", "C", "O", "C", "C", "C", "C", "I", "C", "N", "O", "S", "O", "O", "C", "N", "N", "C", "C", "C", "H", "H", "H", "H", "H", "H", "H", "H", "H", "H", "H", "H", "H", "H", "H", "H", "H", "H", "H", "H", "H", "H", "H", "H", "H", "H", "H", "H", "H", "H", "H", "H", "H", "H", "H", "H", "H", "H"], "positions_angstrom": [[5.71061, -1.54064, 0.72273], [5.41596, -1.56982, -0.88966], [4.00642, -1.39565, -1.27163], [3.69993, -0.01547, -1.67850], [2.08662, 0.06715, -2.11005], [1.18142, -0.24337, -0.96465], [-0.04569, 0.57396, -1.13755], [-1.31096, 0.19583, -0.19323], [-2.59527, 1.17005, -0.64658], [-2.21505, 2.52574, -1.45145], [-2.17103, 2.35064, -3.11491], [-2.74693, 3.74638, -3.83414], [-4.19882, 3.95836, -3.56369], [-1.92552, -1.31350, -0.33825], [-0.90466, -2.57432, -0.33173], [-0.28402, -3.05634, 1.08756], [-0.62761, -4.65348, 1.44932], [1.94780, -2.98318, 1.06816], [-3.26570, -1.58673, 0.62650], [-3.85216, -2.99719, 0.39693], [-2.99879, -1.50125, 2.06107], [-2.34256, -0.01784, 2.54992], [-1.61724, -0.28683, 3.92615], [-3.41327, 1.07754, 2.86787], [-0.96983, 0.63819, 1.38688], [-1.03808, 2.13496, 1.52857], [0.29408, 0.01382, 1.92681], [1.18976, 0.91539, 2.42123], [2.37108, 1.68800, 1.53385], [1.14986, 1.35375, 4.03491], [4.88508, -2.04034, 1.38537], [5.83770, -0.41552, 1.04027], [6.70654, -2.15160, 0.90827], [5.75425, -2.62004, -1.34542], [6.13379, -0.77136, -1.39659], [3.86576, 0.69536, -0.74915], [4.41814, 0.31790, -2.55050], [1.95599, -0.75439, -2.96035], [1.85864, 1.09765, -2.61705], [0.35817, 1.68305, -0.94819], [-0.36199, 0.41032, -2.27694], [-3.37060, 0.58382, -1.34136], [-3.25923, 1.49674, 0.28909], [-3.12313, 3.28396, -1.27805], [-1.26918, 3.11700, -1.04151], [-1.04412, 2.21238, -3.39765], [-2.78574, 1.40458, -3.46691], [-2.17648, 4.69954, -3.39944], [-2.64026, 3.72605, -5.00482], [-4.29031, 4.74870, -2.92767], [-2.39625, -1.34293, -1.43989], [-0.01537, -2.51463, -1.12700], [-1.53950, -3.50579, -0.73602], [-0.59068, -2.45608, 2.03699], [-1.25323, -5.18742, 0.61806], [0.33711, -5.27713, 1.69309], [-1.29040, -4.67344, 2.44072], [-4.15767, -0.86191, 0.38863], [-3.71325, -3.24929, -0.62544], [-3.28737, -3.67987, 0.97580], [-1.10193, 2.47554, 2.50491], [-0.37115, 2.65745, 0.93214], [3.43465, 1.21332, 1.68376], [2.06381, 1.79785, 0.40459], [2.43132, 2.78592, 1.97399], [0.24558, 2.06688, 4.25698], [2.15086, 1.94625, 4.28914], [1.07008, 0.40730, 4.74573]]}

***

Entry 2:
{"formula": "C4H8O2", "method": "the ωB97M-V functional and the def2-TZVPD basis", "e_tot_ha": -307.6196, "orbital_gap_ev": 9.8414, "e_above_lowest_ev": 2.5248, "species": ["C", "C", "O", "C", "O", "C", "H", "H", "H", "H", "H", "H", "H", "H"], "positions_angstrom": [[1.11762, -1.31034, -1.22233], [0.30044, -1.82733, -0.20971], [-0.56485, -0.35196, 0.83860], [-0.43179, 0.81067, 0.36658], [0.09839, 1.05385, -0.76520], [-0.94744, 2.00012, 1.14470], [0.62625, -0.06383, -1.09586], [2.19100, -1.27474, -1.03669], [0.84244, -1.52243, -2.25611], [-0.67452, -2.23383, -0.46134], [0.70273, -2.16212, 0.74034], [-0.94106, 1.79710, 2.21709], [-1.97706, 2.20582, 0.83147], [-0.34216, 2.87902, 0.90845]]}